No. 1
Formula: C8H8Cl2N2O3Sm2
Source: OMol25
Level of theory: ωB97M-V with the def2-TZVPD basis set

The geometry in ORCA input format:
```
! RIJCOSX wB97M-V def2-TZVPD def2/J DEFGRID3
* xyz 4 11
Sm -0.20 0.10 0.35
Sm 2.84 2.40 -2.96
Cl 0.08 -1.52 -1.52
Cl 3.58 3.19 -0.74
O 0.91 5.25 -2.58
O -3.08 -2.05 0.57
O -0.70 2.27 -3.46
N 0.75 -1.05 1.91
N 0.21 -0.90 3.19
C 1.69 4.38 -2.69
C 1.96 -1.69 2.09
C 0.66 -1.40 5.53
C 1.01 -1.43 4.11
C 2.12 -1.93 3.44
C -2.17 -1.34 0.60
C 2.82 -1.99 0.94
C 0.44 2.14 -3.29
H 2.98 -2.40 3.90
H 3.01 -3.08 0.87
H 1.50 -0.98 6.11
H 2.38 -1.67 -0.02
H -0.23 -0.79 5.73
H -0.73 -0.52 3.34
H 0.48 -2.41 5.92
H 3.81 -1.50 1.05
*
```

Computed properties:
Frontier orbital gap (spin up / spin down) in eV: 4.054 / 5.161
E_LUMO (spin up / spin down) in hartree: -0.636 / -0.598
E_tot in Eh: -2879.50996
<S²>: 30.06


No. 2
Formula: C51H42F5N2OP2SiSnTe
Source: OMol25
Level of theory: ωB97M-V with the def2-TZVPD basis set

The geometry in ORCA input format:
```
! RIJCOSX wB97M-V def2-TZVPD def2/J DEFGRID3
* xyz -1 1
Te 3.16 -0.43 -1.31
Sn -1.81 -0.04 -0.16
P 0.70 -0.42 0.81
P 0.66 1.42 -1.24
Si -3.83 -2.39 1.71
F -4.37 1.39 0.32
F -5.71 3.32 1.63
F -0.44 2.53 2.66
F -1.74 4.50 3.91
F -4.44 4.85 3.50
O -1.14 -1.83 -1.92
N -2.69 -2.18 0.42
N 7.28 2.07 -0.35
C -5.59 -2.75 1.04
C -1.15 -0.88 -5.45
C 0.30 4.99 0.80
C 0.21 -0.92 -5.73
C 1.83 0.74 -0.01
C -1.61 -1.17 -4.19
C 5.11 1.36 0.34
C -2.41 3.70 3.05
C 0.05 2.98 -0.48
C 0.65 -1.61 -3.48
C -2.38 -5.24 -2.47
C 1.11 -1.27 -4.73
C 3.71 3.65 -2.78
C -3.08 -4.47 -0.31
C 2.89 2.94 -1.92
C 0.78 3.75 0.41
C 1.76 2.30 -2.41
C 1.80 -4.36 0.75
C 0.67 -0.11 2.61
C -1.77 -4.02 -2.67
C -3.76 3.91 2.83
C -2.36 1.81 1.47
C -3.70 2.11 1.26
C 2.86 -1.96 1.64
C 3.58 -3.13 1.78
C 3.06 -4.33 1.32
C -2.53 -3.19 -0.50
C -1.82 -3.03 -1.71
C -4.00 -0.82 2.75
C -0.91 5.46 0.32
C -0.30 -0.84 3.29
C -0.71 -1.54 -3.20
C 6.30 2.03 0.53
C 5.94 0.70 -1.78
C 2.28 3.09 -4.61
C 7.09 1.41 -1.49
C 0.45 0.10 5.35
C -1.75 2.66 2.38
C 1.46 2.37 -3.76
C -0.42 -0.72 4.66
C 1.59 -2.00 1.05
C 4.90 0.67 -0.85
C -3.02 -5.46 -1.26
C -1.65 4.68 -0.55
C -1.16 3.46 -0.96
C 1.06 -3.20 0.63
C 1.54 0.71 3.30
C -3.39 -3.77 2.99
C 1.43 0.80 4.67
C 3.40 3.74 -4.13
C -4.41 3.11 1.90
H 6.49 2.58 1.45
H 7.89 1.48 -2.21
H -2.67 -1.12 -3.95
H 1.40 -5.30 0.39
H -0.95 -1.51 2.73
H 3.65 -5.23 1.41
H 4.56 -3.10 2.24
H 0.36 0.19 6.43
H -2.36 -6.00 -3.24
H -6.29 -2.89 1.85
H 4.60 4.13 -2.39
H 0.06 -3.22 0.20
H -1.25 -3.83 -3.60
H -1.21 -1.25 5.19
H 2.17 -1.28 -4.93
H -1.84 -0.61 -6.24
H 2.12 1.44 5.22
H 5.83 0.20 -2.73
H 2.05 3.13 -5.67
H -1.27 6.43 0.64
H 2.28 1.28 2.76
H -4.16 -4.53 3.02
H 0.88 5.59 1.49
H -3.05 -0.33 2.91
H 4.33 1.38 1.09
H 0.57 -0.69 -6.72
H -2.61 5.04 -0.91
H -4.41 -1.07 3.72
H 3.25 -1.02 1.99
H 1.70 3.37 0.83
H -4.67 -0.12 2.28
H -5.94 -1.92 0.44
H -5.63 -3.64 0.41
H -3.49 -6.41 -1.06
H -3.32 -3.34 3.98
H 4.04 4.29 -4.80
H 1.32 -1.94 -2.70
H -2.44 -4.26 2.78
H -1.72 2.85 -1.66
H 0.58 1.86 -4.14
H 3.14 2.86 -0.88
H -3.58 -4.67 0.62
*
```

Computed properties:
Frontier orbital gap in eV: 6.210
E_LUMO in hartree: 0.077
E_tot in Eh: -4107.25438


No. 3
Formula: C10H7CeN2O5
Source: OMol25
Level of theory: ωB97M-V with the def2-TZVPD basis set

The geometry in ORCA input format:
```
! RIJCOSX wB97M-V def2-TZVPD def2/J DEFGRID3
* xyz 2 2
Ce -0.69 -0.29 -1.08
O -1.35 -0.80 -4.55
O -2.88 -5.96 -1.10
O -2.98 1.44 -3.11
O 1.81 -1.04 -3.55
O 0.56 2.24 -3.20
N 0.28 0.35 1.25
N 2.03 1.73 0.60
C 1.32 1.15 1.60
C -0.46 -0.29 2.18
C -0.16 -0.15 3.53
C 0.22 1.56 -2.35
C -2.09 0.72 -2.66
C -1.51 -0.31 -3.41
C 0.91 0.65 3.92
C 1.07 -0.87 -2.59
C -2.55 -4.90 -1.58
C 1.67 1.29 2.96
H 1.16 0.76 4.97
H 1.66 1.82 -0.35
H 2.77 2.36 0.88
H 2.50 1.93 3.17
H -0.76 -0.68 4.25
H -1.29 -0.91 1.80
H -1.24 -1.80 -1.60
*
```

Computed properties:
Frontier orbital gap (spin up / spin down) in eV: 5.140 / 4.744
E_LUMO (spin up / spin down) in hartree: -0.387 / -0.401
E_tot in Eh: -1345.17052
<S²>: 1.21


No. 4
Formula: C27H32ClFN4O4S
Source: OMol25
Level of theory: ωB97M-V with the def2-TZVPD basis set

The geometry in ORCA input format:
```
! RIJCOSX wB97M-V def2-TZVPD def2/J DEFGRID3
* xyz 0 1
Cl 5.23 1.73 -3.97
S -1.51 -2.85 -0.37
F -1.89 1.85 2.64
O 0.56 4.96 -4.96
O 1.63 3.97 -3.01
O -2.78 -2.24 3.29
O -2.43 -2.12 7.80
N 1.29 -1.60 -0.17
N -0.29 0.75 0.93
N -0.53 -2.02 5.47
N -0.07 3.75 -0.52
C -0.74 2.96 -4.06
C -3.35 0.78 -4.32
C -1.20 -1.39 7.78
C 3.37 1.40 -6.99
C -2.06 3.03 -3.06
C 2.43 -0.12 -2.22
C 3.00 0.64 -5.57
C 1.43 -0.25 -0.89
C -2.24 -3.51 8.05
C 1.59 2.63 -2.33
C -1.01 1.97 1.43
C 3.37 1.69 -4.32
C 0.56 1.03 -0.27
C -2.03 0.69 -5.35
C 0.63 2.50 -0.97
C 0.54 3.98 -4.01
C 0.09 -2.20 -0.53
C 4.07 -2.29 -1.72
C -3.34 1.97 -3.15
C 2.48 1.38 -2.96
C 3.31 -1.36 -2.83
C -0.89 -0.91 6.35
C -3.58 -2.42 4.45
C -0.87 3.43 0.71
C -0.76 1.77 -5.22
C -1.80 -1.21 3.39
C -0.48 -1.67 4.05
H 0.16 1.72 -5.98
H -1.78 -0.39 5.98
H -1.49 4.32 1.19
H -1.63 -3.68 8.94
H 2.97 2.51 -7.03
H -0.37 -1.96 8.20
H 1.88 0.31 -5.48
H -1.56 -0.93 2.36
H -4.24 2.08 -2.37
H 0.28 -0.89 3.90
H -0.06 -0.19 6.38
H 3.25 -3.07 -1.32
H 4.50 -1.70 -0.80
H -3.12 -3.16 5.11
H 4.18 -0.86 -3.49
H 4.92 -2.98 -2.19
H 3.66 -0.33 -5.54
H -2.22 -0.31 3.86
H 2.89 0.86 -7.94
H -1.20 -2.77 5.59
H -1.35 -0.51 8.41
H 3.14 2.77 -4.77
H -4.27 0.03 -4.42
H -2.07 3.89 -2.26
H -3.23 -3.96 8.22
H 4.55 1.49 -7.13
H 2.67 -1.98 -3.62
H -0.13 -2.56 3.52
H -3.74 -1.48 4.99
H -1.79 -4.00 7.18
H -2.02 -0.15 -6.19
H -4.55 -2.81 4.14
*
```

Computed properties:
SMILES: CCc1c([C@@H](Cl)CC)c(OC(=O)c2ccccc2)c2ncc(F)nc2c1N=C=S.COCCNCCOC
Frontier orbital gap in eV: 6.452
E_LUMO in hartree: -0.074
E_tot in Eh: -2525.27735


No. 5
Formula: C22H32F15IO11P
Source: OMol25
Level of theory: ωB97M-V with the def2-TZVPD basis set

The geometry in ORCA input format:
```
! RIJCOSX wB97M-V def2-TZVPD def2/J DEFGRID3
* xyz 1 1
I 2.84 0.40 4.38
P 3.18 -1.41 2.99
F -8.85 -0.38 -1.86
F -2.28 -3.15 -2.94
F -1.77 -2.66 -0.88
F 1.72 4.14 5.59
F -4.74 0.60 -7.20
F -6.83 -1.10 -2.16
F 7.84 1.29 4.23
F 8.96 -0.33 3.33
F -6.40 -0.15 -8.37
F 2.67 4.49 7.50
F 3.20 2.74 6.36
F 9.42 0.31 5.35
F -0.31 -2.40 -2.45
F -7.18 0.70 -1.01
F -6.05 1.98 -8.21
O -8.85 -1.54 0.55
O 7.10 -0.62 6.27
O -1.26 0.07 -2.35
O 4.40 5.89 5.97
O -4.67 1.53 -10.47
O -3.77 -0.31 -9.51
O 6.89 -1.74 4.32
O 4.29 4.24 4.42
O -3.37 -0.75 -2.48
O -6.60 -1.73 0.44
O 3.02 -1.18 1.47
C 3.98 4.86 5.55
C -2.07 -0.82 -2.36
C 2.87 4.06 6.28
C -5.46 0.80 -8.31
C -3.76 0.94 -4.18
C -6.58 -2.50 1.67
C 6.13 -1.50 6.90
C 6.77 -2.79 7.35
C -1.61 -2.29 -2.18
C -7.67 -0.52 -1.29
C 1.87 -0.56 0.76
C -1.67 0.35 -10.59
C 0.78 -1.57 0.53
C -3.92 0.58 -2.72
C -2.90 -0.52 -10.66
C -7.80 -1.34 0.02
C -4.57 0.74 -9.58
C -6.91 -3.95 1.41
C 7.38 -0.89 5.01
C 6.70 4.31 4.10
C 8.44 0.11 4.47
C 5.37 4.85 3.65
H -2.71 1.02 -4.45
H 6.71 3.22 4.03
H -2.65 -1.58 -10.61
H 4.49 -1.87 3.13
H 5.33 -1.69 6.19
H -6.22 -4.37 0.67
H 2.34 -2.43 3.43
H 2.33 -0.19 -0.15
H 7.49 4.70 3.46
H 6.04 -3.40 7.88
H 5.76 -0.92 7.74
H -1.01 0.11 -11.42
H 5.14 4.56 2.62
H -7.93 -4.05 1.04
H 5.29 5.93 3.74
H -0.17 -1.05 0.46
H -4.24 0.18 -4.81
H -3.48 -0.33 -11.57
H 7.13 -3.37 6.49
H 1.56 0.31 1.35
H -4.96 0.50 -2.43
H 6.92 4.60 5.12
H -7.28 -2.04 2.37
H -1.13 0.17 -9.66
H 0.70 -2.29 1.35
H 7.60 -2.59 8.02
H 0.92 -2.12 -0.39
H -1.94 1.40 -10.65
H -3.41 1.28 -2.06
H -5.56 -2.37 2.04
H -6.81 -4.51 2.33
H -4.25 1.89 -4.37
*
```

Computed properties:
Frontier orbital gap in eV: 8.637
E_LUMO in hartree: -0.141
E_tot in Eh: -3822.02878


No. 6
Formula: C5H8O
Source: OMol25
Level of theory: ωB97M-V with the def2-TZVPD basis set

The geometry in ORCA input format:
```
! RIJCOSX wB97M-V def2-TZVPD def2/J DEFGRID3
* xyz 0 1
O -0.43 -1.41 -0.84
C 0.76 -1.21 -0.16
C 0.51 -0.17 0.97
C -0.87 0.24 0.89
C -1.39 -0.49 -0.28
C 1.35 0.12 -0.31
H -2.25 -1.09 0.06
H -0.73 2.95 -0.41
H -1.77 0.20 -1.05
H 1.35 -2.10 0.01
H 2.41 0.26 -0.08
H 1.07 -0.12 1.90
H 0.95 0.80 -1.05
H -0.92 2.49 0.15
*
```

Computed properties:
Frontier orbital gap in eV: 8.757
E_LUMO in hartree: 0.004
E_tot in Eh: -270.35937


No. 7
Formula: C4H6O2
Source: OMol25
Level of theory: ωB97M-V with the def2-TZVPD basis set

The geometry in ORCA input format:
```
! RIJCOSX wB97M-V def2-TZVPD def2/J DEFGRID3
* xyz 0 1
O -0.27 1.93 0.78
O -1.08 -2.39 -0.86
C 0.02 -0.22 -0.39
C -0.47 0.53 0.79
C 0.44 1.16 1.74
C -0.54 -1.38 -0.67
H 1.51 1.08 1.57
H 0.13 1.29 2.78
H -1.45 0.21 1.15
H 0.86 0.14 -0.98
H 0.22 -0.87 -2.97
H 0.64 -1.48 -2.93
*
```

Computed properties:
SMILES: O=C=C[C@H]1CO1.[H][H]
Frontier orbital gap in eV: 9.845
E_LUMO in hartree: 0.030
E_tot in Eh: -306.37669


No. 8
Formula: C3H3N3O2
Source: OMol25
Level of theory: ωB97M-V with the def2-TZVPD basis set

The geometry in ORCA input format:
```
! RIJCOSX wB97M-V def2-TZVPD def2/J DEFGRID3
* xyz 0 1
O -1.84 -1.24 -1.22
O 1.59 1.15 1.79
N -0.74 -0.59 -0.75
N -1.26 0.36 0.09
N -0.38 1.10 0.76
C 0.95 0.76 0.72
C 0.60 -0.88 -1.01
C 1.48 -0.25 -0.18
H 0.43 -1.53 -1.95
H 2.66 -0.45 -0.03
H -2.63 -1.19 -0.51
*
```

Computed properties:
SMILES: O=c1ccn(O)nn1
Frontier orbital gap in eV: 8.452
E_LUMO in hartree: -0.025
E_tot in Eh: -430.66575